# C3HNO3

A 3-piece molecular cluster, C3HNO3 overall in a non-equilibrium geometry (wB97M-V/def2-TZVPD, the Open Molecules 2025 dataset).

Computed properties:
⟨S²⟩: 2.011
E_LUMO (spin up / spin down): 0.0178 / -0.1669 Ha
2S+1: 3
Relative energy (zero: lowest compared OMol25 entry of this formula, charge and spin): 2.197 eV

Each line ends with the natural charge from an NBO analysis.
Positions of all 8 atoms, in Å:
C 0.309 -0.599 -0.370  0.4255
C -2.973 0.511 0.782  0.3645
C 3.367 -0.281 -0.658  1.0118
N -0.794 -0.405 -0.162  -0.4407
O 3.211 0.104 -1.731  -0.5141
O -2.989 1.622 0.424  -0.4673
O 3.381 -0.836 0.319  -0.4937
H -3.511 -0.117 1.395  0.1139

# FHHoO2P

FHHoO2P as an isolated structure in a non-equilibrium geometry (wB97M-V/def2-TZVPD, the Open Molecules 2025 dataset).

Computed properties:
⟨S²⟩: 6.004
E_LUMO (spin up / spin down): -0.4482 / -0.4740 Ha
Total charge: +2
2S+1: 5

Each line ends with the natural charge from an NBO analysis.
Positions of all 6 atoms, in Å:
P 2.113 0.522 0.018  1.5831
O 3.033 -0.654 -0.076  -0.8738
O 0.674 -0.380 0.163  -1.2371
F -3.652 -0.055 -0.175  -0.7165
Ho -1.650 -0.010 -0.110  2.6577
H 1.003 -1.363 0.059  0.5866

# C24H45ClGaO4P2

C24H45ClGaO4P2 as an isolated structure in a non-equilibrium geometry (wB97M-V/def2-TZVPD, the Open Molecules 2025 dataset).

Computed properties:
E_LUMO (spin up / spin down): -0.2059 / -0.2406 Ha
Total charge: +1
Relative energy (zero: lowest compared OMol25 entry of this formula, charge and spin): 0.011 eV

Each line ends with the Löwdin charge.
Positions of all 77 atoms, in Å:
Ga -0.429 0.468 -1.227  0.5481
C -2.773 1.363 0.062  -0.2076
C -3.769 0.603 -0.480  -0.1948
C -2.713 -0.816 1.002  -0.1647
C -1.973 0.527 1.066  -0.4931
C -3.746 -0.722 0.124  -0.1969
C -2.386 2.746 -0.279  -0.0366
H -2.170 2.872 -1.355  0.0748
H -1.491 3.033 0.283  0.0877
H -3.182 3.457 -0.025  0.1040
C -1.953 1.046 2.506  0.0279
H -1.548 2.068 2.558  0.0939
H -1.304 0.404 3.115  0.0601
H -2.970 1.053 2.941  0.1133
C -2.293 -1.981 1.795  -0.0221
H -3.073 -2.312 2.496  0.1040
H -1.402 -1.753 2.393  0.0543
H -2.062 -2.829 1.134  0.0686
C -4.716 -1.797 -0.235  -0.0271
H -5.721 -1.379 -0.356  0.0846
H -4.773 -2.538 0.568  0.0822
H -4.455 -2.309 -1.173  0.0874
C -4.730 1.102 -1.503  -0.0163
H -5.426 1.812 -1.036  0.1028
H -5.339 0.301 -1.938  0.0796
H -4.229 1.644 -2.318  0.0773
C 1.509 0.886 -1.766  -0.1167
C 0.595 1.877 -2.279  -0.1263
C 0.016 1.846 -3.691  -0.1434
C -1.198 0.875 -3.830  -0.1487
C -1.278 -0.294 -2.835  -0.1482
C -0.158 -1.120 -2.455  -0.1365
C 1.123 -1.125 -3.293  -0.1366
C 2.165 -0.098 -2.748  -0.1337
H 0.750 1.656 -4.492  0.1264
H -1.289 0.508 -4.867  0.1349
H -0.368 2.868 -3.873  0.1281
H 2.662 0.448 -3.569  0.1294
H 2.096 1.172 -0.879  0.0757
H 0.628 2.893 -1.849  0.1474
H 3.004 -0.639 -2.272  0.1188
H 1.560 -2.145 -3.311  0.1167
H -0.337 -2.011 -1.809  0.1234
H 0.909 -0.889 -4.356  0.1263
H -2.097 1.495 -3.633  0.1122
H -2.278 -0.748 -2.775  0.1418
P 3.202 2.823 1.329  0.7782
C 2.011 3.407 2.586  -0.3123
H 2.462 4.266 3.106  0.0469
H 1.769 2.571 3.277  -0.0103
H 1.111 3.739 2.040  0.0239
C 4.429 1.971 2.374  -0.3019
H 5.197 2.706 2.638  0.0347
H 4.854 1.147 1.791  0.0241
H 3.933 1.525 3.242  0.0151
C 3.980 4.409 0.885  -0.3234
H 4.341 4.323 -0.147  0.0204
H 4.798 4.642 1.576  0.0379
H 3.203 5.182 0.907  0.0346
P 1.522 -3.464 0.884  1.0447
C 0.211 -4.616 0.310  -0.2363
H 0.675 -5.402 -0.301  0.0562
H -0.477 -4.029 -0.322  0.0280
H -0.352 -5.050 1.148  0.0625
C 2.843 -4.022 -0.257  -0.2356
H 2.616 -3.659 -1.272  0.0413
H 2.848 -5.116 -0.237  0.0623
H 3.807 -3.607 0.058  0.0626
C 1.941 -4.080 2.553  -0.2174
H 2.628 -4.941 2.508  0.0748
H 0.978 -4.347 3.032  0.0663
H 2.380 -3.224 3.085  0.0315
O 2.681 -0.839 2.540  -0.5206
Cl 1.425 -0.085 2.938  0.8582
O 0.458 -1.076 3.545  -0.5119
O 1.779 0.913 4.054  -0.4933
O -0.639 0.416 0.595  -0.1235

# C20H34AsBeOSSi2

C20H34AsBeOSSi2 as an isolated structure in a non-equilibrium geometry (wB97M-V/def2-TZVPD, the Open Molecules 2025 dataset).

Computed properties:
E_LUMO: -0.1087 Ha
Total charge: +1

Each line ends with the natural charge from an NBO analysis.
Positions of all 60 atoms, in Å:
Be -0.478 0.786 0.772  1.4657
C -2.071 1.615 2.244  -0.3364
C -1.789 0.321 2.636  -0.2637
C -0.991 0.028 3.740  -0.2074
C -0.446 1.101 4.412  -0.1576
C -0.583 2.420 3.961  -0.1732
C -1.427 2.679 2.914  -0.1757
H -2.721 1.829 1.424  0.2369
H -2.235 -0.472 2.141  0.2170
H -0.721 -0.995 3.999  0.2357
H 0.122 0.912 5.279  0.2246
H 0.077 3.176 4.362  0.2394
H -1.546 3.668 2.482  0.2275
C 2.337 -0.873 -1.257  -1.1247
Si 2.590 -0.644 0.588  1.4268
C 1.401 -1.892 1.381  -1.1300
C 4.405 -0.683 1.209  -1.1011
As 1.519 1.347 1.180  -1.0119
Si 2.030 2.897 -0.482  1.3974
C 1.775 4.576 0.355  -1.1167
C 3.891 2.572 -0.820  -1.1028
C 1.024 2.891 -2.094  -1.1378
H 2.899 -1.708 -1.698  0.2447
H 2.592 0.049 -1.758  0.2382
H 1.248 -1.037 -1.500  0.1970
H 1.827 -2.895 1.578  0.2490
H 0.613 -2.056 0.649  0.2183
H 0.886 -1.596 2.346  0.2357
H 4.670 -1.759 1.439  0.2472
H 4.404 -0.081 2.113  0.2494
H 5.141 -0.299 0.504  0.2510
H 2.541 4.766 1.141  0.2519
H 0.751 4.635 0.748  0.2307
H 1.906 5.418 -0.294  0.2421
H 4.439 2.744 0.134  0.2469
H 4.313 3.265 -1.479  0.2383
H 4.119 1.486 -1.137  0.2329
H -0.006 3.309 -2.032  0.2285
H 0.960 1.837 -2.598  0.2260
H 1.618 3.489 -2.782  0.2514
C -3.366 -5.559 -1.689  -0.6405
C -2.825 -4.161 -1.605  0.0416
C -3.641 -3.111 -1.156  -0.1964
C -3.179 -1.802 -1.201  -0.2060
C -1.900 -1.530 -1.734  -0.2314
C -1.098 -2.543 -2.135  -0.2122
C -1.535 -3.861 -2.042  -0.1974
S -1.209 0.082 -1.773  1.2854
C -2.571 0.951 -2.609  -0.7791
O -1.460 0.411 -0.270  -1.1808
H -3.720 -5.821 -2.690  0.2446
H -4.233 -5.638 -1.021  0.2292
H -2.493 -6.251 -1.414  0.2339
H -4.641 -3.262 -0.799  0.2316
H -3.750 -0.929 -0.808  0.2252
H -0.038 -2.358 -2.314  0.2369
H -0.897 -4.683 -2.366  0.2314
H -3.446 0.746 -2.025  0.2434
H -2.725 0.459 -3.566  0.2668
H -2.362 2.036 -2.583  0.2631

# C7H11N

One molecule with the formula C7H11N in a non-equilibrium geometry (wB97M-V/def2-TZVPD, the Open Molecules 2025 dataset).

Computed properties:
E_LUMO: 0.0250 Ha
SMILES: [H]/N=C(/C=C)C1(C)CC1
Relative energy (zero: lowest compared OMol25 entry of this formula, charge and spin): 3.369 eV

Each line ends with the natural charge from an NBO analysis.
Positions of all 19 atoms, in Å:
H -0.443 2.291 0.463  0.3392
N -1.246 1.645 0.231  -0.6341
C -0.876 0.458 -0.108  0.2956
C -1.843 -0.598 -0.261  -0.2891
C -3.038 -0.397 0.289  -0.2862
C 0.693 0.033 -0.178  -0.1194
C 1.301 -0.566 -1.403  -0.6125
C 1.329 -0.464 1.144  -0.3921
C 1.619 0.875 0.675  -0.4205
H -1.532 -1.338 -0.920  0.2097
H -3.837 -1.131 0.366  0.1917
H -3.319 0.564 0.621  0.2160
H 1.774 0.248 -2.075  0.2119
H 0.660 -1.043 -2.103  0.2205
H 2.112 -1.387 -1.140  0.2155
H 2.107 -1.310 0.883  0.1948
H 0.928 -0.760 2.063  0.2271
H 1.087 1.651 1.260  0.2100
H 2.525 1.230 0.195  0.2219

# C6H10O

One molecule with the formula C6H10O in a non-equilibrium geometry (wB97M-V/def2-TZVPD, the Open Molecules 2025 dataset).

Computed properties:
E_LUMO: 0.0354 Ha
SMILES: CC(C)=C/C=C/O
Relative energy (zero: lowest compared OMol25 entry of this formula, charge and spin): 2.558 eV

Each line ends with the natural charge from an NBO analysis.
Positions of all 17 atoms, in Å:
C 2.228 -1.827 -0.273  -0.6499
C 1.067 -0.901 0.297  0.0507
C 1.392 -0.407 1.750  -0.6509
C 0.011 -0.624 -0.535  -0.2359
C -1.156 0.175 -0.269  -0.3779
C -1.270 1.495 -0.373  0.1724
O -2.468 2.148 -0.777  -0.6935
H 2.645 -2.613 0.352  0.2107
H 3.052 -1.134 -0.300  0.2131
H 1.957 -2.410 -1.196  0.2176
H 0.625 0.349 2.027  0.2189
H 1.331 -1.201 2.552  0.2260
H 2.249 0.152 1.755  0.2136
H -0.231 -1.157 -1.519  0.2145
H -1.944 -0.456 -0.054  0.2067
H -0.393 2.331 -0.267  0.1937
H -3.176 1.495 -0.713  0.4701